# C3H7IOS

A 2-piece molecular cluster, C3H7IOS overall at a distorted geometry (the ωB97M-V functional and the def2-TZVPD basis, the Open Molecules 2025 dataset).

Calculated values
Relative energy (zero: lowest compared OMol25 entry of this formula, charge and spin)   175.12 kJ/mol
Multiplicity   1
Total charge   0
DFT total energy   -24205.1487 eV
E_LUMO   -0.0163 hartree

XYZ file:
```
13
C3H7IOS the ωB97M-V functional and the def2-TZVPD basis
C -1.255 0.735 -0.658
C -0.058 -0.980 0.918
C 0.010 -0.130 -0.394
O 1.112 1.745 0.820
S 1.395 1.110 -0.430
I 3.201 -0.489 -0.120
H -1.608 1.192 0.306
H -1.044 1.451 -1.414
H -1.949 -0.007 -1.156
H -1.087 -1.575 0.986
H -0.044 -0.214 1.692
H 0.910 -1.662 0.919
H 0.416 -1.176 -1.468
```

How is the electron density shared among the atoms? According to natural (NBO), the charges in e are: number 1, C, carries -0.678; number 2, C, carries -0.683; number 3, C, carries -0.330; number 4, O, carries -0.941; number 5, S, carries 1.168; number 6, I, carries -0.123; number 7, H, carries 0.240; number 8, H, carries 0.216; number 9, H, carries 0.236; number 10, H, carries 0.232; number 11, H, carries 0.231; number 12, H, carries 0.239; number 13, H, carries 0.193



# C25H41BrO11S4

A 5-piece molecular cluster, C25H41BrO11S4 overall (the ωB97M-V functional and the def2-TZVPD basis, the Open Molecules 2025 dataset).

Calculated values
Multiplicity   1
Structure (SMILES)   Cc1cccc(COC(=O)OBr)c1.O=S1(=O)CCCC1.O=S1(=O)CCCC1.O=S1(=O)CCCC1.O=S1(=O)CCCC1
Total charge   0
DFT total energy   -162493.3293 eV
E_LUMO   -0.0187 hartree

XYZ file:
```
82
C25H41BrO11S4 the ωB97M-V functional and the def2-TZVPD basis
C 1.550 0.792 4.105
C 0.717 1.268 2.948
C 0.079 2.507 2.980
C -0.670 2.937 1.891
C -0.807 2.131 0.771
C -0.194 0.880 0.729
C -0.374 0.010 -0.480
O 0.674 0.147 -1.480
C 1.896 0.438 -1.017
O 2.687 -0.336 -0.577
O 2.215 1.775 -1.061
Br 1.663 2.645 -2.569
C 0.565 0.464 1.820
H 1.248 1.258 5.040
H 2.594 1.066 3.936
H 1.521 -0.293 4.191
H 0.176 3.124 3.865
H -1.157 3.903 1.930
H -1.395 2.469 -0.073
H -0.499 -1.032 -0.195
H -1.291 0.307 -0.982
H 1.054 -0.502 1.797
C -1.999 -5.159 -3.540
C -0.743 -5.433 -2.707
C -0.361 -4.123 -2.002
S -1.898 -3.215 -1.786
O -1.837 -2.008 -2.573
O -2.236 -3.153 -0.385
C -2.950 -4.397 -2.621
H -2.447 -6.082 -3.900
H -1.747 -4.543 -4.406
H -0.964 -6.203 -1.969
H 0.075 -5.796 -3.328
H 0.083 -4.282 -1.023
H 0.297 -3.503 -2.609
H -3.738 -3.860 -3.142
H -3.376 -5.048 -1.858
C 0.783 -10.666 -2.201
C 0.157 -11.601 -3.245
C -1.028 -10.858 -3.875
S -0.633 -9.106 -3.761
O -1.587 -8.479 -2.879
O -0.384 -8.567 -5.073
C 0.914 -9.308 -2.883
H 1.748 -11.031 -1.857
H 0.125 -10.583 -1.333
H 0.895 -11.836 -4.014
H -0.166 -12.542 -2.803
H -1.177 -11.107 -4.923
H -1.952 -11.016 -3.321
H 1.040 -8.475 -2.195
H 1.711 -9.306 -3.626
C -0.607 6.317 7.564
C 0.160 5.769 8.776
C 1.069 4.642 8.269
S 1.448 5.040 6.556
O 0.865 4.027 5.708
O 2.837 5.390 6.425
C 0.431 6.511 6.464
H -1.117 7.251 7.796
H -1.359 5.594 7.241
H 0.766 6.563 9.214
H -0.514 5.406 9.550
H 2.005 4.571 8.817
H 0.565 3.677 8.272
H 0.012 6.587 5.464
H 1.079 7.364 6.666
C 1.165 6.946 -2.829
C 0.339 6.080 -3.791
C -0.940 6.856 -4.126
S -0.519 8.600 -3.975
O -1.274 9.165 -2.886
O -0.529 9.221 -5.274
C 1.169 8.347 -3.431
H 2.176 6.562 -2.706
H 0.691 6.964 -1.846
H 0.912 5.901 -4.703
H 0.104 5.111 -3.354
H -1.294 6.675 -5.137
H -1.738 6.654 -3.414
H 1.432 9.133 -2.728
H 1.806 8.403 -4.314
```

How is the electron density shared among the atoms? According to Mulliken, the charges in e are: number 1, C, carries -1.398; number 2, C, carries 0.156; number 3, C, carries -0.447; number 4, C, carries -0.870; number 5, C, carries -0.606; number 6, C, carries 0.291; number 7, C, carries -0.579; number 8, O, carries -0.291; number 9, C, carries 0.865; number 10, O, carries -0.496; number 11, O, carries -0.372; number 12, Br, carries 0.098; number 13, C, carries 0.229; number 14, H, carries 0.355; number 15, H, carries 0.277; number 16, H, carries 0.415; number 17, H, carries 0.696; number 18, H, carries 0.425; number 19, H, carries 0.449; number 20, H, carries 0.014; number 21, H, carries 0.485; number 22, H, carries 0.354; number 23, C, carries -0.617; number 24, C, carries -0.388; number 25, C, carries -0.784; number 26, S, carries 1.224; number 27, O, carries -0.634; number 28, O, carries -0.700; number 29, C, carries -0.819; number 30, H, carries 0.327; number 31, H, carries 0.325; number 32, H, carries 0.165; number 33, H, carries 0.345; number 34, H, carries 0.403; number 35, H, carries 0.437; number 36, H, carries 0.438; number 37, H, carries 0.338; number 38, C, carries -0.618; number 39, C, carries -0.600; number 40, C, carries -0.751; number 41, S, carries 1.280; number 42, O, carries -0.660; number 43, O, carries -0.715; number 44, C, carries -0.678; number 45, H, carries 0.367; number 46, H, carries 0.306; number 47, H, carries 0.297; number 48, H, carries 0.323; number 49, H, carries 0.345; number 50, H, carries 0.347; number 51, H, carries 0.351; number 52, H, carries 0.398; number 53, C, carries -0.548; number 54, C, carries -0.606; number 55, C, carries -0.679; number 56, S, carries 1.084; number 57, O, carries -0.606; number 58, O, carries -0.699; number 59, C, carries -0.700; number 60, H, carries 0.352; number 61, H, carries 0.282; number 62, H, carries 0.294; number 63, H, carries 0.325; number 64, H, carries 0.339; number 65, H, carries 0.364; number 66, H, carries 0.392; number 67, H, carries 0.336; number 68, C, carries -0.598; number 69, C, carries -0.348; number 70, C, carries -0.711; number 71, S, carries 1.147; number 72, O, carries -0.649; number 73, O, carries -0.663; number 74, C, carries -0.711; number 75, H, carries 0.344; number 76, H, carries 0.309; number 77, H, carries 0.288; number 78, H, carries 0.082; number 79, H, carries 0.359; number 80, H, carries 0.370; number 81, H, carries 0.397; number 82, H, carries 0.352



# C18H19N3O4Pd

C18H19N3O4Pd as an isolated structure (the ωB97M-V functional and the def2-TZVPD basis, the Open Molecules 2025 dataset).

Calculated values
Multiplicity   3
⟨S²⟩   2.03
Total charge   0
DFT total energy   -35113.0904 eV
E_LUMO (spin up / spin down)   0.0090 / -0.0971 hartree

XYZ file:
```
45
C18H19N3O4Pd the ωB97M-V functional and the def2-TZVPD basis
Pd 0.653 -0.167 -0.771
C -0.916 3.723 -1.434
C -0.045 2.537 -1.238
N -0.585 1.259 -0.943
N -1.863 1.055 -0.758
C -2.068 -0.261 -0.467
O -1.116 -1.099 -0.401
C -3.452 -0.700 -0.209
C -3.687 -2.012 0.194
C -4.982 -2.437 0.442
C -6.046 -1.558 0.285
C -5.815 -0.251 -0.120
C -4.521 0.180 -0.367
C 1.342 2.521 -1.333
C 2.134 3.671 -1.582
C 3.498 3.558 -1.617
C 4.097 2.306 -1.419
C 3.289 1.202 -1.199
N 1.969 1.291 -1.152
H -1.959 3.436 -1.323
H -0.770 4.149 -2.428
H -0.690 4.500 -0.700
H -2.847 -2.684 0.309
H -5.161 -3.456 0.760
H -7.057 -1.893 0.478
H -6.643 0.434 -0.243
H -4.330 1.197 -0.679
H 1.648 4.624 -1.735
H 4.112 4.430 -1.797
H 5.170 2.186 -1.446
H 3.694 0.205 -1.070
C 3.355 -1.715 2.466
C 2.168 -2.101 1.596
C 1.563 -3.430 2.034
O 1.153 -1.088 1.678
C 2.639 -2.263 0.135
O 3.594 -2.998 -0.063
O 1.983 -1.680 -0.810
H 3.086 -1.769 3.524
H 3.681 -0.695 2.238
H 4.186 -2.390 2.277
H 1.295 -3.389 3.092
H 2.275 -4.238 1.872
H 0.660 -3.631 1.456
H 1.312 -0.561 2.466
```

How is the electron density shared among the atoms? According to natural (NBO), the charges in e are: number 1, Pd, carries 1.020; number 2, C, carries -0.688; number 3, C, carries 0.272; number 4, N, carries -0.290; number 5, N, carries -0.280; number 6, C, carries 0.545; number 7, O, carries -0.609; number 8, C, carries -0.071; number 9, C, carries -0.189; number 10, C, carries -0.212; number 11, C, carries -0.190; number 12, C, carries -0.223; number 13, C, carries -0.180; number 14, C, carries 0.058; number 15, C, carries -0.193; number 16, C, carries -0.177; number 17, C, carries -0.253; number 18, C, carries 0.082; number 19, N, carries -0.433; number 20, H, carries 0.259; number 21, H, carries 0.239; number 22, H, carries 0.238; number 23, H, carries 0.239; number 24, H, carries 0.217; number 25, H, carries 0.215; number 26, H, carries 0.215; number 27, H, carries 0.228; number 28, H, carries 0.224; number 29, H, carries 0.225; number 30, H, carries 0.231; number 31, H, carries 0.243; number 32, C, carries -0.634; number 33, C, carries 0.134; number 34, C, carries -0.616; number 35, O, carries -0.746; number 36, C, carries 0.759; number 37, O, carries -0.665; number 38, O, carries -0.774; number 39, H, carries 0.199; number 40, H, carries 0.204; number 41, H, carries 0.251; number 42, H, carries 0.199; number 43, H, carries 0.231; number 44, H, carries 0.221; number 45, H, carries 0.475



Question: The lowest DFT total energy belongs to which entry?
Answer: C25H41BrO11S4



Question: Look up the multiplicity of the second one.
Answer: 1



Question: What is the total charge in the third record?
Answer: 0